[1]
Below is a structure of composition C27H32N3O2Se2W in a non-equilibrium geometry, with properties calculated with ωB97M-V with the def2-TZVPD basis set.

Each line ends with the Mulliken charge.
Geometry (Å):
W  -0.84321  -1.23239  0.00302  1.078
C  0.69103  4.92367  -2.18751  -1.541
C  1.65793  4.79462  -1.04290  0.658
C  2.52584  5.82911  -0.71544  -0.794
C  3.41744  5.72155  0.34051  -0.787
C  3.45350  4.56290  1.10630  -1.017
C  2.59943  3.51721  0.81021  -0.381
C  1.71610  3.63386  -0.26434  0.910
N  0.76026  2.61370  -0.56263  0.248
C  0.87019  1.30878  -0.42313  0.563
N  2.02423  0.72612  -0.16776  0.198
C  2.28268  -0.64352  0.06528  0.288
C  1.25116  -1.58116  0.32683  0.590
C  1.70392  -2.90239  0.53898  -0.153
C  3.03863  -3.25052  0.55024  -1.599
C  4.00528  -2.28617  0.31373  -0.665
C  3.64466  -0.97613  0.03036  0.580
C  4.69838  0.04295  -0.31290  -1.693
N  -0.24537  0.50550  -0.53204  0.426
C  -1.54596  1.11020  -0.37667  -1.281
C  -2.36318  1.30382  -1.50586  -0.318
C  -3.57171  1.94342  -1.35632  -1.115
C  -3.95945  2.39806  -0.09441  -0.663
C  -3.14923  2.21193  1.02350  -0.871
C  -1.92556  1.57602  0.91500  1.975
C  -1.04320  1.38523  2.12589  -1.468
H  0.88292  5.84177  -2.73687  0.447
H  -0.34655  4.98085  -1.83623  0.362
H  0.77692  4.09630  -2.89544  0.359
H  2.49957  6.73784  -1.30296  0.423
H  4.07654  6.54522  0.57824  0.435
H  4.13299  4.48427  1.94367  0.450
H  2.59159  2.64290  1.45024  0.609
H  -0.09371  2.95872  -0.98580  0.287
H  2.84931  1.31333  -0.22459  0.180
H  1.00042  -3.70733  0.68790  0.328
H  3.33173  -4.27235  0.74930  0.485
H  5.05316  -2.55648  0.33988  0.457
H  5.65939  -0.44859  -0.43745  0.434
H  4.82287  0.79616  0.47165  0.386
H  4.47586  0.55275  -1.25398  0.445
H  -2.02286  0.95476  -2.47365  0.668
H  -4.21470  2.09130  -2.21356  0.541
H  -4.90438  2.91536  0.01643  0.509
H  -3.47738  2.56420  1.99345  0.539
H  -1.64883  1.31060  3.02732  0.528
H  -0.36580  2.23298  2.26027  0.363
H  -0.41731  0.48321  2.08154  0.205
O  -0.82167  -3.00208  1.52752  -0.470
C  -1.71387  -4.15497  1.43604  -1.318
C  -2.43846  -4.17902  0.09902  1.541
C  -3.07429  -5.58807  -0.02334  -1.174
O  -3.93354  -5.52750  -1.12869  -0.524
C  -3.57914  -3.16679  0.07275  -1.037
Se  -3.13678  -1.37202  0.81221  -0.038
C  -1.49392  -4.07074  -1.11919  -1.296
Se  -1.15333  -2.31234  -2.06910  -0.045
H  -0.34477  -3.08017  2.36156  0.285
H  -2.44141  -4.09816  2.24685  0.441
H  -1.11349  -5.05819  1.55895  0.563
H  -3.59717  -5.82611  0.90991  0.491
H  -2.27762  -6.32993  -0.16571  0.441
H  -4.42138  -6.35268  -1.23180  0.384
H  -4.42225  -3.52204  0.66342  0.595
H  -3.93116  -2.99384  -0.94387  0.471
H  -1.95466  -4.63337  -1.93328  0.712
H  -0.50664  -4.48609  -0.92061  0.372

HOMO ... -16.40 eV
Orbital gap ... 4.9 eV
Total charge ... +3
Molecular weight ... 772.33 Da
LUMO ... -0.421 hartree
Multiplicity ... 1
Energy relative to the best compared isomer or geometry (same formula, charge and spin) ... 0.4936 eV



[2]
Below is a structure of composition CH2BrCl2P in a non-equilibrium geometry, with properties calculated with ωB97M-V with the def2-TZVPD basis set.

Each line ends with the Mulliken charge.
Geometry (Å):
C  -1.83099  -1.97403  1.66797  -0.670
P  -3.20517  0.39257  -0.89595  0.238
Cl  -4.39456  -1.12302  -0.57238  -0.132
Cl  -2.90812  1.02606  0.93220  -0.131
Br  -0.93928  -1.29601  0.18837  -0.034
H  -1.74269  -1.28234  2.50664  0.362
H  -2.62403  -2.59950  1.31389  0.367

HOMO (spin up / spin down) ... -7.86 / -8.72 eV
Orbital gap (spin up / spin down) ... 7.4 / 7.8 eV
Total charge ... 0
Molecular weight ... 195.81 Da
LUMO (spin up / spin down) ... -0.017 / -0.033 hartree
Multiplicity ... 1
Energy relative to the best compared isomer or geometry (same formula, charge and spin) ... 3.0676 eV



[3]
Below is a cluster of 11 separate species, C42H85Cl20NOP in total in a non-equilibrium geometry, with properties calculated with ωB97M-V with the def2-TZVPD basis set.

Each line ends with the Mulliken charge.
Geometry (Å):
C  -2.90462  -1.35047  -1.61685  -0.029
C  -1.88215  -1.64735  -2.86339  0.499
C  -0.53362  -0.71598  -2.89636  -0.515
C  -0.46578  0.45343  -1.74963  -0.194
C  0.10731  -0.19895  -0.32801  -0.277
C  -0.00621  0.81634  0.95509  -0.111
C  -1.54889  1.40054  1.16808  0.511
C  -1.64252  2.35212  2.50789  -0.265
C  -1.70037  3.94616  2.01194  -0.789
C  -0.14527  4.46008  1.91230  -0.172
C  0.15398  5.47957  0.64453  -0.844
C  0.05587  4.75325  -0.82768  0.239
C  0.47114  5.89030  -1.96040  -0.669
C  1.82368  5.51098  -2.81748  -0.463
C  3.02769  6.65977  -2.67887  -0.615
C  4.50071  5.87282  -2.61004  -0.246
C  5.69882  6.82232  -3.20617  -0.719
C  7.20858  6.19274  -3.08118  -0.849
C  7.62561  5.67640  -1.58259  0.259
C  7.19419  4.18123  -1.06777  -0.340
N  6.85491  4.22145  0.29045  -0.009
C  6.96211  5.64701  0.78402  -0.136
P  8.10441  6.08254  2.25120  0.318
O  7.86962  7.64729  2.56264  -0.623
C  7.45108  6.75589  -0.35526  -0.683
H  -3.90753  -1.97438  -1.78887  0.008
H  -3.26772  -0.21487  -1.57029  0.182
H  -2.47773  -1.67519  -0.57226  -0.239
H  -1.54202  -2.77153  -2.76639  -0.219
H  -2.47432  -1.49679  -3.86313  -0.151
H  -0.50508  -0.17528  -3.94851  0.136
H  0.39187  -1.42555  -2.79928  0.226
H  -1.47089  1.04436  -1.61643  0.125
H  0.34855  1.27087  -2.05384  0.142
H  1.26455  -0.40459  -0.53171  0.297
H  -0.36835  -1.23775  -0.06924  -0.239
H  0.28087  0.17527  1.91940  -0.064
H  0.79384  1.66097  0.81830  0.230
H  -1.85879  2.09745  0.25257  -0.031
H  -2.26239  0.47019  1.18325  -0.270
H  -2.59506  2.02212  3.10210  0.364
H  -0.67130  2.14090  3.15007  -0.125
H  -2.26783  4.53475  2.86959  0.330
H  -2.33491  4.09307  1.03653  0.329
H  0.05958  5.10576  2.89236  0.254
H  0.58965  3.54504  1.96529  0.134
H  1.27491  5.83545  0.77056  0.195
H  -0.55358  6.42256  0.62910  0.266
H  -1.02549  4.39468  -1.10363  0.177
H  0.79262  3.84902  -0.96633  -0.133
H  0.71782  6.89241  -1.36783  0.321
H  -0.44613  6.13203  -2.64729  0.421
H  1.51926  5.51028  -3.96492  0.200
H  2.30159  4.50310  -2.45746  0.276
H  2.91918  7.25961  -1.65251  0.307
H  2.98261  7.45406  -3.54723  0.293
H  4.39560  4.94032  -3.31347  0.288
H  4.65680  5.60610  -1.47499  0.029
H  5.70468  7.91500  -2.72616  0.254
H  5.45652  6.98461  -4.35764  0.371
H  7.95905  7.08198  -3.34647  0.324
H  7.39621  5.38391  -3.93906  0.342
H  8.81056  5.56431  -1.67220  0.386
H  7.16482  3.17691  -1.71169  0.331
H  6.52744  3.37767  0.85090  0.324
H  5.87981  5.96190  1.09795  0.368
H  7.76153  5.39600  3.48527  0.146
H  9.52957  5.96823  1.95489  0.132
H  8.56829  7.09940  -0.17941  0.348
H  6.64297  7.56682  -0.60370  0.274
Cl  -7.26854  -3.53251  1.54385  -0.188
C  -5.84433  -3.88448  0.53348  -0.430
C  -4.54092  -3.55771  1.24531  0.554
Cl  -4.31724  -1.80458  1.46649  -0.192
H  -5.94467  -3.32486  -0.40154  0.283
H  -5.88097  -4.95202  0.29668  0.342
H  -3.69371  -3.91216  0.65049  -0.695
H  -4.48853  -4.03375  2.22928  0.414
Cl  -9.76004  -6.63842  3.33717  -0.205
C  -9.22649  -6.54415  5.03411  -0.388
C  -7.99889  -5.66249  5.20147  0.399
Cl  -6.54418  -6.39143  4.47698  -0.238
H  -9.04311  -7.56278  5.38946  0.239
H  -10.06241  -6.12976  5.60558  0.320
H  -7.78544  -5.52076  6.26522  -0.632
H  -8.14588  -4.67663  4.74976  0.375
Cl  -5.32677  -6.37819  9.13502  -0.176
C  -5.60691  -8.09029  8.73083  -0.501
C  -6.56550  -8.25447  7.56186  -0.125
Cl  -8.22865  -7.77725  7.98451  -0.156
H  -5.97563  -8.59525  9.62892  0.321
H  -4.63282  -8.51815  8.47561  0.338
H  -6.60521  -9.30503  7.25862  0.381
H  -6.25157  -7.66237  6.69674  -0.023
Cl  -1.69006  -1.47087  -6.67127  -0.155
C  -2.80410  -2.78418  -7.12654  -0.317
C  -4.20998  -2.55429  -6.59459  -0.577
Cl  -4.29033  -2.70335  -4.82153  -0.104
H  -2.38424  -3.72699  -6.76275  0.166
H  -2.82149  -2.81893  -8.21995  0.346
H  -4.89054  -3.30560  -7.00638  0.338
H  -4.58854  -1.56512  -6.86992  0.323
Cl  0.84937  2.90323  5.95709  -0.176
C  1.05197  1.14368  6.14701  -0.528
C  2.19484  0.60318  5.30199  -0.536
Cl  1.83215  0.66999  3.55945  -0.102
H  0.10160  0.66330  5.89494  0.323
H  1.25476  0.96153  7.20661  0.375
H  2.37388  -0.44788  5.54778  0.313
H  3.12264  1.15633  5.47739  0.321
Cl  1.12397  -3.17692  0.95353  -0.103
C  0.84384  -4.88902  0.54934  -0.531
C  -0.11476  -5.05320  -0.61963  -0.295
Cl  -1.77791  -4.57598  -0.19698  -0.256
H  0.47512  -5.39398  1.44744  0.356
H  1.81793  -5.31688  0.29412  0.331
H  -0.15447  -6.10376  -0.92287  0.044
H  0.19918  -4.46110  -1.48474  0.370
Cl  -0.30202  2.21287  -10.52225  -0.178
C  0.82542  1.35562  -9.44191  -0.366
C  1.22413  -0.00499  -9.99156  -0.492
Cl  -0.13188  -1.15973  -9.97586  -0.152
H  0.35447  1.27095  -8.45777  0.264
H  1.71112  1.99011  -9.34180  0.285
H  2.01575  -0.43823  -9.37282  0.273
H  1.59631  0.06810  -11.01805  0.363
Cl  10.88888  0.16782  -1.53540  -0.156
C  10.47353  1.87661  -1.81940  -0.253
C  10.87176  2.76561  -0.65174  -0.398
Cl  9.87914  2.45935  0.79510  -0.169
H  9.40009  1.93569  -2.02371  0.080
H  11.00917  2.18619  -2.72180  0.348
H  10.72625  3.81674  -0.91851  0.167
H  11.92230  2.62624  -0.37880  0.415
Cl  -8.97494  -1.22086  7.53590  -0.195
C  -7.84750  -2.07811  8.61624  -0.530
C  -7.44879  -3.43872  8.06660  -0.168
Cl  -8.80480  -4.59346  8.08229  -0.151
H  -8.31845  -2.16278  9.60039  0.330
H  -6.96180  -1.44363  8.71635  0.353
H  -6.65716  -3.87196  8.68533  0.126
H  -7.07661  -3.36563  7.04010  0.310
Cl  0.64735  -7.53408  -2.56549  -0.186
C  -0.44126  -8.12781  -3.84438  -0.467
C  -0.83421  -7.02893  -4.81926  -0.527
Cl  -1.89885  -5.81403  -4.06892  -0.113
H  -1.31777  -8.57359  -3.36426  0.306
H  0.09619  -8.91996  -4.37419  0.350
H  -1.38750  -7.45838  -5.65990  0.347
H  0.04342  -6.51137  -5.21858  0.305

HOMO ... -10.99 eV
Orbital gap ... 6.0 eV
Total charge ... +1
Molecular weight ... 1360.18 Da
LUMO ... -0.182 hartree
Multiplicity ... 1
Energy relative to the best compared isomer or geometry (same formula, charge and spin) ... 6.8282 eV